ORCA calculation (wB97M-V/def2-TZVPD) on a 10-piece molecular cluster, C44H94NO32P5 overall at a distorted geometry.

Calculated values
* maximum force: 0.069 hartree/bohr
* 2S+1: 1
* SMILES string: CCOP(=O)(OCC)OCC.CCOP(=O)(OCC)OCC.CCOP(=O)(OCC)OCC.CCOP(=O)(OCC)OCC.CCOP(=O)(OCC)OCC.O=C1OCCO1.O=C1OCCO1.O=C1OCCO1.O=C1OCCO1.CC#N
* relative energy (zero: lowest compared OMol25 entry of this formula, charge and spin): 0.0 kJ/mol
* E_HOMO: -9.833 eV

```
176
Properties=species:S:1:pos:R:3:forces:R:3
C -3.984 7.348 -2.925 -0.3 -1.0 0.1
C -2.966 6.250 -2.578 0.1 1.4 0.5
O -3.105 5.149 -3.455 0.0 -0.3 -0.6
P -1.918 4.118 -3.703 -0.2 0.2 -1.1
O -1.622 3.283 -2.540 0.5 0.2 0.0
O -2.374 3.337 -5.017 0.1 0.4 0.7
C -3.738 2.916 -5.182 -0.9 0.3 -1.0
C -4.286 3.549 -6.476 0.6 -0.3 0.2
O -0.710 5.015 -4.294 -1.0 -1.1 0.7
C -0.967 5.771 -5.486 0.2 1.2 -0.2
C 0.182 6.763 -5.588 -1.1 0.0 -0.5
H -3.809 7.809 -3.895 0.3 0.1 0.1
H -4.977 6.898 -2.977 0.0 0.0 0.0
H -4.021 8.087 -2.127 0.2 0.1 -0.1
H -1.964 6.689 -2.636 0.1 -0.2 -0.2
H -3.081 5.933 -1.540 -0.2 -0.2 -0.1
H -3.765 1.838 -5.330 0.2 -0.1 0.4
H -4.358 3.187 -4.330 0.2 -0.1 0.2
H -3.906 2.961 -7.313 -0.1 0.1 -0.1
H -5.373 3.549 -6.521 0.0 -0.1 0.1
H -3.916 4.567 -6.594 -0.1 0.1 0.1
H -1.008 5.135 -6.370 0.0 -0.2 0.2
H -1.904 6.336 -5.431 -0.1 -0.4 0.3
H 1.049 6.127 -5.743 0.6 0.8 0.3
H -0.016 7.463 -6.406 0.3 -0.5 -0.5
H 0.156 7.458 -4.749 0.6 -0.6 0.5
C -3.299 1.350 8.424 0.3 -0.6 -0.7
C -2.267 1.454 7.297 0.3 -0.8 1.6
O -2.872 1.660 6.032 0.4 -0.5 -0.3
P -3.303 0.401 5.122 -0.6 0.7 -0.3
O -3.013 -0.957 5.616 -0.6 1.0 0.1
O -2.653 0.738 3.718 -0.4 0.6 0.1
C -1.239 1.008 3.621 0.6 -1.3 -0.2
C -0.905 1.783 2.373 0.7 0.7 0.6
O -4.848 0.738 4.883 0.6 -1.2 0.1
C -5.298 2.020 4.396 0.5 0.4 0.7
C -6.311 2.580 5.375 -1.1 1.3 0.0
H -3.847 2.276 8.579 0.1 0.0 0.2
H -3.997 0.545 8.183 -0.1 0.1 -0.1
H -2.765 0.979 9.300 -0.1 0.5 0.3
H -1.511 2.205 7.536 -0.4 0.5 -0.5
H -1.686 0.526 7.336 -0.2 -0.1 -0.5
H -0.859 1.487 4.524 -0.2 0.1 0.0
H -0.761 0.024 3.575 0.0 0.2 0.1
H 0.171 1.700 2.186 -0.1 -0.5 -0.1
H -1.460 1.427 1.509 -0.2 0.3 0.0
H -0.966 2.855 2.583 -0.8 0.0 -0.5
H -4.434 2.685 4.389 0.0 0.0 -0.4
H -5.672 1.834 3.393 -0.1 0.3 0.0
H -6.504 3.665 5.336 0.9 0.1 -0.7
H -7.346 2.293 5.175 0.2 -1.0 0.4
H -6.003 2.509 6.417 -0.1 -0.8 -0.1
C 4.527 4.360 -6.623 1.8 1.8 1.3
C 3.765 4.258 -5.324 -0.7 -1.0 0.3
O 4.320 3.183 -4.497 -0.6 -1.2 -0.5
P 3.574 1.772 -4.519 1.4 -0.2 0.8
O 2.280 1.671 -3.815 0.3 0.2 -0.8
O 3.642 1.323 -6.054 -1.0 -0.1 0.4
C 2.396 0.917 -6.667 -0.3 0.6 -0.7
C 2.633 0.750 -8.160 -0.7 0.4 0.6
O 4.708 0.827 -3.888 -0.9 0.5 -0.3
C 4.368 -0.050 -2.819 0.9 -0.2 1.5
C 5.622 -0.230 -1.985 0.6 -0.7 0.8
H 4.249 5.259 -7.177 -0.7 -0.5 -0.4
H 5.528 4.692 -6.305 0.2 -0.5 -0.2
H 4.657 3.440 -7.177 -0.5 0.0 -0.2
H 3.816 5.050 -4.578 0.0 0.7 -0.8
H 2.712 4.061 -5.571 0.0 -0.1 0.5
H 1.928 0.035 -6.228 0.5 -0.2 0.3
H 1.659 1.710 -6.516 0.1 0.1 0.0
H 3.146 -0.180 -8.385 0.2 0.1 -0.2
H 1.638 0.782 -8.612 0.1 -0.4 -0.2
H 3.131 1.641 -8.539 0.4 -0.2 -0.1
H 3.626 0.369 -2.136 -0.3 0.2 -0.5
H 4.018 -1.034 -3.135 -0.1 0.2 -0.5
H 6.009 0.682 -1.530 -0.1 0.3 -0.5
H 5.452 -0.872 -1.111 -0.4 -0.1 -0.2
H 6.430 -0.745 -2.507 0.0 0.3 -0.3
C 0.958 -7.314 4.971 -1.8 1.5 0.2
C 1.426 -6.383 3.868 0.3 -1.2 -0.3
O 2.713 -5.848 4.242 0.5 0.6 -1.0
P 3.994 -6.100 3.295 0.1 -1.1 0.0
O 4.802 -7.254 3.709 -0.4 0.1 -0.2
O 3.457 -6.225 1.785 0.5 0.5 0.7
C 2.843 -5.080 1.143 -1.6 -0.5 1.2
C 1.916 -5.591 0.060 1.0 0.1 -1.0
O 4.835 -4.766 3.304 -0.4 0.4 -0.1
C 5.976 -4.618 4.142 0.8 0.1 1.5
C 7.227 -4.300 3.328 -1.0 0.4 -0.4
H 1.539 -8.212 5.128 0.1 0.0 0.0
H 0.780 -6.717 5.874 1.0 -0.1 0.3
H -0.116 -7.487 4.809 0.3 -0.8 -0.6
H 1.536 -6.921 2.923 0.1 -0.2 0.1
H 0.709 -5.601 3.626 0.2 0.4 0.6
H 2.143 -4.619 1.848 0.4 0.0 0.3
H 3.580 -4.306 0.942 0.2 -0.3 -0.6
H 2.476 -6.022 -0.776 0.0 0.2 -0.1
H 1.268 -6.404 0.381 -0.1 0.2 0.5
H 1.323 -4.746 -0.293 -0.1 -0.1 -0.2
H 5.779 -3.815 4.859 -0.2 0.4 -0.5
H 6.099 -5.434 4.858 0.0 -0.7 -0.7
H 7.248 -4.870 2.400 -0.1 -0.1 0.1
H 7.088 -3.248 3.069 0.6 0.0 -0.3
H 8.176 -4.453 3.834 -0.1 0.0 0.3
C -2.135 -4.275 4.757 -0.5 0.5 0.3
C -1.204 -3.088 4.829 -0.5 0.7 -0.4
O 0.159 -3.513 4.827 1.2 0.3 0.0
P 1.320 -2.423 4.513 -0.9 -1.2 0.6
O 0.877 -1.070 4.848 0.1 0.4 0.0
O 2.578 -2.994 5.249 0.4 0.4 -0.4
C 2.649 -3.114 6.678 -0.7 -0.1 0.3
C 4.075 -3.219 7.153 0.5 -1.5 0.2
O 1.722 -2.688 3.000 -0.2 0.1 0.5
C 1.162 -1.818 2.020 1.1 1.6 -1.0
C 1.953 -0.491 1.950 -1.0 -0.4 0.5
H -2.045 -4.869 5.666 0.0 -0.2 -0.1
H -3.144 -3.850 4.751 0.0 -0.1 0.1
H -2.080 -4.892 3.861 0.4 0.0 0.0
H -1.383 -2.385 4.006 0.0 -0.3 -0.2
H -1.437 -2.459 5.692 0.3 -0.5 0.1
H 2.102 -2.315 7.184 0.1 0.3 -0.3
H 2.093 -4.031 6.889 0.2 -0.1 0.3
H 4.132 -3.288 8.242 -0.3 0.5 0.1
H 4.446 -4.219 6.895 0.1 0.2 -0.4
H 4.821 -2.512 6.799 -0.4 0.4 -0.1
H 1.319 -2.243 1.031 -0.4 -0.7 0.3
H 0.111 -1.573 2.173 -0.1 -0.5 0.1
H 1.638 0.136 2.784 0.4 0.0 0.1
H 3.020 -0.696 1.986 0.1 0.1 -0.1
H 1.649 0.014 1.031 0.3 0.0 -0.1
O -5.880 0.804 -3.500 0.1 0.3 0.3
C -5.018 -0.005 -3.612 -0.9 -1.6 -1.0
O -5.176 -1.179 -4.323 0.4 0.8 0.4
C -3.859 -1.669 -4.612 -0.2 -0.7 0.0
C -2.965 -1.043 -3.520 -0.9 0.0 -1.2
O -3.800 0.030 -3.113 0.8 1.5 1.1
H -3.898 -2.755 -4.593 0.1 0.0 0.0
H -3.611 -1.342 -5.621 0.3 0.0 0.1
H -2.080 -0.599 -3.973 0.2 -0.2 0.3
H -2.751 -1.674 -2.660 0.0 -0.1 -0.1
O -3.582 -0.457 0.703 -0.1 0.4 0.2
C -4.288 -0.978 1.509 0.3 -0.7 -0.2
O -3.954 -2.096 2.177 0.5 0.6 0.7
C -5.026 -2.491 3.047 0.3 -2.2 -1.5
C -6.192 -1.644 2.532 0.0 -1.0 2.1
O -5.546 -0.618 1.820 -0.6 0.7 -0.4
H -5.110 -3.544 2.748 -0.6 0.0 0.3
H -4.778 -2.561 4.106 0.2 1.1 0.0
H -6.732 -1.306 3.419 0.0 0.8 -0.3
H -6.903 -2.256 1.978 0.2 0.4 -0.7
O 4.182 5.746 -1.800 0.0 -0.7 0.4
C 3.222 5.093 -1.499 -0.5 1.4 -0.8
O 2.737 4.903 -0.272 0.6 -0.4 1.1
C 1.379 4.459 -0.355 -0.2 -0.2 0.2
C 1.313 3.853 -1.740 1.0 0.2 -0.1
O 2.340 4.639 -2.393 -0.4 -0.5 -1.1
H 1.170 3.707 0.405 0.2 0.2 0.2
H 0.786 5.357 -0.172 -0.4 -0.2 -0.3
H 0.375 3.878 -2.282 0.2 0.3 0.2
H 1.681 2.826 -1.755 -0.1 0.0 0.1
O 1.049 -2.902 -2.664 0.4 -0.3 -0.5
C 0.639 -1.883 -2.225 -0.8 0.7 1.3
O 0.713 -0.666 -2.804 0.0 -0.4 -0.5
C 0.193 0.331 -1.945 0.3 0.0 2.6
C -0.528 -0.504 -0.873 -2.6 0.7 -2.3
O -0.020 -1.806 -1.016 1.5 -0.4 -0.1
H 0.993 0.838 -1.395 0.3 0.2 -0.8
H -0.514 1.039 -2.364 0.4 0.0 -0.6
H -1.541 -0.592 -1.293 -0.2 0.2 0.8
H -0.643 -0.044 0.102 0.7 -0.6 0.3
C 1.072 -2.934 -5.964 0.5 0.7 0.6
C -0.378 -3.031 -6.121 0.5 0.0 -0.5
N -1.496 -3.105 -6.369 -0.1 0.1 0.3
H 1.333 -2.399 -5.047 -0.3 -0.2 0.2
H 1.541 -2.309 -6.724 -0.3 -0.3 -0.5
H 1.574 -3.895 -5.907 -0.2 -0.1 -0.2
```
Positions in Å, forces in eV/Å.